# 1
# C8H32FN16O8Y

C8H32FN16O8Y as an isolated structure (the ωB97M-V functional and the def2-TZVPD basis, OMol25).

Positions of all 66 atoms, in Å:
Y1 -35.649 10.584 18.086
F1 -37.776 11.334 18.512
O1 -35.453 12.759 17.347
O2 -40.299 10.530 21.322
O3 -40.480 11.480 15.492
O4 -39.732 7.018 17.051
O5 -36.356 9.359 19.949
O6 -35.450 11.910 20.104
O7 -39.802 14.840 18.785
O8 -36.709 10.366 15.891
N1 -36.530 14.404 16.301
N2 -39.072 13.373 20.200
N3 -38.178 10.525 14.217
N4 -36.333 13.957 20.790
N5 -36.984 7.974 21.544
N6 -36.210 9.750 13.830
N7 -41.286 11.584 19.550
N8 -39.174 7.549 19.009
N9 -40.430 14.866 20.849
N10 -35.033 12.987 22.088
N11 -35.135 9.037 21.740
N12 -42.461 10.420 20.961
N13 -40.887 13.639 14.907
N14 -35.081 14.812 17.870
N15 -39.305 13.179 16.268
N16 -39.902 9.109 17.694
C1 -36.202 8.824 21.041
C2 -41.244 10.805 20.617
C3 -35.639 12.824 20.895
C4 -40.290 12.676 15.599
C5 -37.048 10.231 14.720
C6 -39.856 14.330 19.858
C7 -35.657 13.892 17.128
C8 -39.628 7.870 17.861
H1 -42.570 9.832 21.775
H2 -35.292 9.444 14.120
H3 -42.146 11.568 19.020
H4 -40.945 15.699 20.603
H5 -41.613 13.327 14.280
H6 -38.881 10.898 14.839
H7 -35.199 8.852 22.731
H8 -35.192 15.794 17.661
H9 -39.007 6.565 19.168
H10 -34.503 9.568 21.159
H11 -40.377 11.785 19.158
H12 -40.431 9.302 16.855
H13 -43.213 10.728 20.361
H14 -35.195 13.815 22.643
H15 -38.272 10.390 13.221
H16 -34.530 12.163 22.386
H17 -36.412 14.542 21.610
H18 -38.666 13.002 19.353
H19 -34.439 14.306 18.464
H20 -37.937 7.824 21.246
H21 -38.938 12.402 16.799
H22 -37.139 13.849 15.717
H23 -37.151 13.928 20.198
H24 -39.167 14.140 16.545
H25 -39.483 9.824 18.272
H26 -36.707 9.446 13.005
H27 -36.617 7.510 22.362
H28 -36.586 15.412 16.328
H29 -38.951 8.260 19.690
H30 -40.406 14.463 21.775
H31 -39.354 12.852 21.019
H32 -40.721 14.633 14.981

Computed properties:
net charge: +2
electronic energy: -1940.10776 hartree
energy above the lowest of the compared OMol25 structures with the same formula, charge and spin: 9.1736 eV

Here are the Löwdin charges for atoms 1 to 2, given in e:
1 Y 1.899
2 F -0.476

=====

# 2
# C8H32FNNiO11

C8H32FNNiO11 as an isolated structure (the ωB97M-V functional and the def2-TZVPD basis, OMol25).

Positions of all 54 atoms, in Å:
Ni1 0.349 -2.356 -2.615
F1 1.670 -3.080 -1.310
O1 -2.723 0.482 -3.697
O2 0.445 4.012 -2.237
O3 -1.348 -3.277 -1.674
O4 1.926 0.010 -0.568
O5 -1.703 -2.541 3.839
O6 1.235 2.286 2.289
O7 0.232 0.079 0.734
O8 3.536 -1.769 1.186
O9 0.081 -0.790 -1.270
O10 4.289 1.084 -3.464
O11 -2.502 0.325 1.092
N1 0.749 -0.228 -0.350
C1 3.094 1.801 -3.209
C2 -1.320 -3.921 -0.393
C3 -0.547 -1.727 3.630
C4 3.346 -0.823 2.239
C5 -0.011 2.692 2.821
C6 -3.161 -0.844 0.621
C7 -2.637 1.218 -2.474
C8 0.166 3.012 -1.277
H1 -2.681 -1.214 -0.287
H2 -3.534 0.966 -1.905
H3 -0.871 2.237 2.323
H4 3.622 0.158 1.860
H5 2.949 -2.503 1.385
H6 -3.659 0.484 -3.908
H7 -3.275 -1.607 1.396
H8 -1.777 0.881 -1.899
H9 -0.072 2.464 3.889
H10 -0.651 -0.836 4.246
H11 -1.542 0.184 1.048
H12 3.227 2.862 -3.429
H13 0.241 4.854 -1.823
H14 2.307 -0.786 2.578
H15 -4.182 -0.533 0.391
H16 -0.567 -1.395 2.591
H17 2.227 1.440 -3.761
H18 -0.893 3.084 -1.001
H19 -2.311 -4.320 -0.183
H20 1.106 1.386 1.960
H21 -0.583 -4.720 -0.333
H22 3.953 -1.223 3.054
H23 0.648 3.180 -0.310
H24 -2.565 2.302 -2.577
H25 -1.675 -3.296 3.248
H26 0.394 2.044 -1.715
H27 -0.098 3.772 2.694
H28 0.351 -2.256 3.954
H29 -1.053 -3.160 0.338
H30 5.008 1.718 -3.428
H31 2.914 1.729 -2.133
H32 -2.123 -3.541 -2.177

Computed properties:
electronic energy: -2814.22177 hartree
multiplicity: 3
<S²>: 2.004

Here are the natural (NBO) charges for atoms 1 to 2, given in e:
1 Ni 1.588
2 F -0.771

=====

# 3
# C8H32Fe2N16O12P

C8H32Fe2N16O12P as an isolated structure (the ωB97M-V functional and the def2-TZVPD basis, OMol25).

Positions of all 71 atoms, in Å:
Fe1 31.189 5.924 -28.096
Fe2 29.998 4.349 -24.871
P1 29.108 6.344 -26.408
O1 27.650 9.623 -22.200
O2 29.439 4.034 -22.914
O3 29.811 5.612 -29.651
O4 29.213 6.100 -24.896
O5 23.253 6.360 -26.372
O6 27.233 11.377 -27.321
O7 32.963 10.701 -25.473
O8 28.560 2.989 -25.494
O9 27.742 6.187 -27.110
O10 30.036 5.124 -26.720
O11 30.101 7.269 -27.090
O12 31.772 5.375 -24.192
N1 28.138 7.396 -22.311
N2 28.857 6.135 -31.662
N3 28.655 9.759 -27.036
N4 31.645 8.966 -24.866
N5 26.746 1.745 -25.637
N6 28.101 2.729 -21.633
N7 27.214 4.481 -22.658
N8 31.928 9.414 -26.981
N9 28.417 8.637 -24.070
N10 26.697 9.218 -27.815
N11 31.476 6.687 -22.429
N12 27.814 6.564 -29.791
N13 26.717 3.570 -26.717
N14 25.429 6.738 -25.985
N15 33.383 5.515 -22.655
N16 24.933 5.726 -27.830
C1 27.492 10.179 -27.423
C2 28.063 8.625 -22.802
C3 32.148 5.728 -23.108
C4 24.450 6.321 -26.712
C5 28.916 6.092 -30.312
C6 32.193 9.792 -25.748
C7 27.439 2.783 -25.950
C8 28.311 3.800 -22.440
H1 28.002 9.294 -24.713
H2 28.837 2.041 -21.600
H3 33.869 5.805 -21.821
H4 28.693 7.692 -24.306
H5 26.356 6.433 -26.290
H6 25.752 3.559 -27.012
H7 25.180 7.278 -25.170
H8 30.598 6.932 -22.859
H9 25.797 1.725 -25.974
H10 27.163 2.444 -21.400
H11 29.230 10.516 -26.696
H12 27.655 7.106 -21.477
H13 26.959 8.248 -27.749
H14 27.736 6.417 -28.793
H15 31.751 6.973 -21.503
H16 25.758 9.488 -28.062
H17 25.924 5.822 -27.970
H18 27.127 7.014 -30.374
H19 33.978 4.931 -23.223
H20 31.116 8.825 -27.064
H21 26.388 4.231 -22.135
H22 30.829 8.481 -25.207
H23 24.345 5.474 -28.609
H24 28.526 6.750 -22.980
H25 27.017 5.110 -23.421
H26 27.100 4.500 -26.791
H27 28.897 8.794 -27.217
H28 27.966 6.443 -32.014
H29 27.015 1.117 -24.895
H30 32.372 9.999 -27.673
H31 31.539 9.554 -24.049
H32 29.608 5.813 -32.252

Computed properties:
net charge: +1
electronic energy: -4972.00136 hartree
multiplicity: 9
<S²>: 20.015

Here are the Löwdin charges for atoms 1 to 2, given in e:
1 Fe 1.142
2 Fe 0.867

=====

# 4
# C8H32N16O8

A 8-piece molecular cluster, C8H32N16O8 overall (the ωB97M-V functional and the def2-TZVPD basis, OMol25).

Positions of all 64 atoms, in Å:
O1 -14.852 -2.222 -15.369
O2 -23.907 -0.650 -16.399
O3 -21.507 1.110 -13.541
O4 -22.618 -4.008 -13.312
O5 -17.577 -5.624 -16.753
O6 -14.615 0.692 -17.640
O7 -19.111 -6.388 -13.192
O8 -18.974 -1.395 -14.739
N1 -22.897 -2.298 -15.432
N2 -17.914 -5.773 -11.490
N3 -19.649 -3.626 -14.499
N4 -17.831 -3.075 -15.556
N5 -16.974 -5.827 -13.427
N6 -14.641 0.206 -19.867
N7 -19.402 -6.760 -17.198
N8 -19.366 0.776 -13.173
N9 -24.811 -2.014 -14.849
N10 -24.222 -5.670 -13.404
N11 -12.866 -1.246 -15.781
N12 -17.503 -7.461 -17.900
N13 -20.270 2.727 -12.667
N14 -15.241 -1.311 -18.381
N15 -24.619 -3.828 -12.469
N16 -12.846 -2.595 -14.185
C1 -18.114 -6.566 -17.253
C2 -14.814 -0.083 -18.614
C3 -20.441 1.532 -13.208
C4 -23.751 -4.479 -13.190
C5 -23.815 -1.550 -15.619
C6 -18.886 -2.627 -14.914
C7 -13.624 -2.065 -15.121
C8 -18.079 -5.993 -12.793
H1 -25.597 -4.056 -12.367
H2 -17.893 -4.005 -15.945
H3 -25.710 -1.559 -14.778
H4 -19.316 -0.046 -13.757
H5 -20.459 -3.542 -13.901
H6 -19.834 -6.092 -16.575
H7 -16.917 -6.329 -14.302
H8 -17.055 -5.345 -11.177
H9 -15.469 -1.909 -19.163
H10 -16.326 -5.112 -13.128
H11 -13.409 -0.767 -16.485
H12 -22.037 -2.108 -15.927
H13 -11.842 -2.597 -14.075
H14 -19.362 2.959 -12.291
H15 -25.035 -6.080 -12.967
H16 -19.066 -4.448 -14.444
H17 -23.469 -6.242 -13.761
H18 -14.249 1.112 -20.082
H19 -17.152 -2.438 -15.947
H20 -24.575 -2.750 -14.199
H21 -19.878 -7.580 -17.547
H22 -18.672 -6.049 -10.882
H23 -24.118 -2.992 -12.204
H24 -15.250 -1.586 -17.410
H25 -18.578 1.165 -12.675
H26 -22.837 -2.782 -14.548
H27 -21.118 3.204 -12.398
H28 -13.247 -3.353 -13.651
H29 -14.848 -0.406 -20.643
H30 -11.938 -1.017 -15.454
H31 -16.510 -7.496 -17.720
H32 -17.844 -8.342 -18.257

Computed properties:
electronic energy: -1802.18944 hartree
energy above the lowest of the compared OMol25 structures with the same formula, charge and spin: 6.5050 eV
SMILES string: NC(N)=O.NC(N)=O.NC(N)=O.NC(N)=O.NC(N)=O.NC(N)=O.NC(N)=O.NC(N)=O

Here are the natural (NBO) charges for atoms 1 to 2, given in e:
1 O -0.710
2 O -0.674

=====

# 5
# C8H32N16O8

A 8-piece molecular cluster, C8H32N16O8 overall (the ωB97M-V functional and the def2-TZVPD basis, OMol25).

Positions of all 64 atoms, in Å:
O1 32.643 28.759 -0.406
O2 31.982 19.402 -5.352
O3 26.735 19.766 -2.803
O4 36.909 25.322 -0.572
O5 32.106 24.414 -0.454
O6 30.849 19.708 0.068
O7 28.343 22.948 1.792
O8 29.108 26.544 -0.579
N1 32.460 29.059 -2.536
N2 32.482 27.120 -1.803
N3 35.357 25.831 -1.998
N4 33.748 20.747 -5.041
N5 31.313 22.532 -1.234
N6 32.683 20.141 1.220
N7 34.692 24.709 -0.193
N8 29.276 25.441 1.239
N9 27.432 21.756 3.365
N10 26.573 21.765 1.304
N11 30.588 27.036 0.951
N12 32.398 18.135 0.343
N13 32.561 20.184 -3.303
N14 31.381 22.974 0.956
N15 28.784 20.460 -2.273
N16 27.686 19.402 -0.768
C1 35.728 25.291 -0.884
C2 32.619 28.372 -1.532
C3 29.737 26.264 0.420
C4 27.667 19.815 -2.009
C5 31.631 23.361 -0.272
C6 27.549 22.165 2.108
C7 31.926 19.332 0.552
C8 32.679 20.129 -4.635
H1 26.746 21.091 3.694
H2 34.095 20.477 -5.950
H3 31.289 23.771 1.569
H4 32.209 26.487 -1.065
H5 30.613 22.318 0.975
H6 28.535 19.378 -0.222
H7 31.021 27.593 0.228
H8 34.878 24.533 0.785
H9 31.528 22.801 -2.183
H10 33.175 20.620 -2.630
H11 31.773 19.653 -2.958
H12 26.873 18.834 -0.578
H13 32.431 21.117 1.160
H14 26.616 21.949 0.312
H15 34.411 21.167 -4.405
H16 34.515 25.588 -2.501
H17 32.907 28.802 -3.405
H18 32.268 30.009 -2.252
H19 31.211 26.801 1.711
H20 33.102 17.876 1.020
H21 33.643 19.863 1.365
H22 36.120 26.423 -2.296
H23 25.689 21.354 1.568
H24 31.795 17.507 -0.170
H25 32.278 26.911 -2.770
H26 28.160 22.003 4.020
H27 33.750 24.653 -0.551
H28 29.414 20.391 -1.487
H29 30.966 21.612 -1.003
H30 29.063 20.815 -3.177
H31 28.517 24.830 0.973
H32 29.916 25.111 1.947

Computed properties:
net charge: +1
electronic energy: -1801.89189 hartree
energy above the lowest of the compared OMol25 structures with the same formula, charge and spin: 0.7597 eV
multiplicity: 2
<S²>: 0.753

Here are the natural (NBO) charges for atoms 1 to 2, given in e:
1 O -0.692
2 O -0.653

=====

# 6
# C8H32N2O10S

A 7-piece molecular cluster, C8H32N2O10S overall (the ωB97M-V functional and the def2-TZVPD basis, OMol25).

Positions of all 53 atoms, in Å:
S1 -14.070 -15.969 -1.392
O1 -14.660 -14.662 -1.636
O2 -12.795 -16.128 -2.049
O3 -14.020 -10.447 5.049
O4 -15.097 -16.903 -1.985
O5 -16.639 -17.800 2.816
O6 -11.214 -14.362 -2.596
O7 -13.893 -16.178 0.002
O8 -13.010 -10.754 -1.055
O9 -11.370 -12.630 -0.776
O10 -12.456 -14.230 0.735
N1 -14.723 -15.858 2.430
N2 -13.875 -13.040 2.335
C1 -13.367 -11.141 6.153
C2 -16.583 -14.823 1.486
C3 -16.753 -16.624 3.540
C4 -13.376 -12.131 3.359
C5 -16.745 -19.108 3.557
C6 -12.242 -11.224 2.805
C7 -16.042 -15.416 2.851
C8 -14.478 -11.223 4.002
H1 -15.255 -11.854 4.434
H2 -11.484 -11.877 2.373
H3 -11.138 -13.715 -1.891
H4 -15.784 -14.724 3.652
H5 -11.807 -15.021 -2.228
H6 -16.053 -13.932 1.151
H7 -11.649 -13.900 -3.316
H8 -13.417 -10.449 6.993
H9 -11.744 -10.521 3.474
H10 -12.915 -14.946 0.291
H11 -12.824 -12.735 4.079
H12 -14.575 -12.465 1.889
H13 -10.497 -12.254 -0.551
H14 -17.753 -19.225 3.954
H15 -12.380 -11.443 -0.834
H16 -16.557 -19.947 2.887
H17 -17.652 -14.612 1.528
H18 -16.148 -19.275 4.453
H19 -12.348 -11.527 6.128
H20 -13.409 -10.946 -1.907
H21 -14.845 -16.837 2.648
H22 -14.926 -10.667 3.178
H23 -16.433 -15.479 0.628
H24 -14.046 -11.944 6.440
H25 -17.792 -16.303 3.615
H26 -12.596 -10.488 2.084
H27 -12.202 -13.528 0.132
H28 -16.342 -16.783 4.537
H29 -13.659 -10.742 -0.348
H30 -12.996 -13.834 1.423
H31 -14.279 -13.861 2.763
H32 -14.665 -16.107 1.453

Computed properties:
net charge: +1
electronic energy: -1583.61768 hartree
multiplicity: 2
<S²>: 0.759

Here are the natural (NBO) charges for atoms 1 to 2, given in e:
1 S 2.564
2 O -0.865